Here is CrCuH14Hf2O24S4 as an isolated structure from OMol25. Energies are from the ωB97M-V functional and the def2-TZVPD basis.

Geometry as XYZ:
```
46
CrCuH14Hf2O24S4 | OMol25 | the ωB97M-V functional and the def2-TZVPD basis
Hf -1.327 1.350 3.131
Hf -2.659 1.471 -0.947
Cu 1.813 2.601 -1.412
Cr 0.581 -1.989 -1.943
S -0.482 3.827 0.596
O -1.360 3.225 -0.416
O -0.689 2.873 1.751
O 0.929 3.806 0.200
O -0.885 5.177 0.855
S 0.421 0.177 0.330
O -0.650 0.791 -0.453
O 0.064 0.334 1.747
O 0.377 -1.224 -0.089
O 1.672 0.806 0.015
S -2.832 -2.155 -1.735
O -3.556 -2.275 -2.981
O -3.495 -2.883 -0.664
O -1.431 -2.629 -1.849
O -2.804 -0.712 -1.304
S -0.153 1.175 -3.449
O -1.299 1.671 -2.633
O 1.004 2.087 -3.359
O 0.162 -0.205 -3.000
O -0.590 1.120 -4.843
O -2.588 0.746 1.280
H -2.984 -0.124 1.098
O 0.199 0.540 4.543
H 0.070 0.226 5.447
O 2.682 -1.519 -2.053
H 3.457 -2.062 -2.243
H 3.036 -0.717 -1.640
O 2.304 2.405 2.311
H 2.221 1.586 1.834
H 1.822 3.047 1.786
O -1.686 -1.032 3.135
H -1.060 -1.718 3.413
H -2.337 -1.501 2.584
O -1.374 -2.986 1.057
H -0.694 -2.377 0.738
H -2.062 -2.954 0.355
O 4.200 0.426 0.353
H 3.240 0.517 0.164
H 4.509 1.324 0.522
O 1.303 -3.774 -0.960
H 1.164 -4.708 -1.164
H 1.764 -3.767 -0.113
```

HOMO-LUMO gap (alpha / beta) ... 4.726 / 5.132 eV
Multiplicity ... 5
HOMO energy (alpha / beta) ... -11.58 / -12.00 eV
Net charge ... +1

Atomic partial charges in e from the Löwdin method, atoms 1 to 6: 2.1509 2.1595 0.5343 0.9366 0.3689 -0.4235



Here is C27H21BrN4O3Ti as an isolated structure from OMol25. Energies are from the ωB97M-V functional and the def2-TZVPD basis.

Geometry as XYZ:
```
57
C27H21BrN4O3Ti | OMol25 | the ωB97M-V functional and the def2-TZVPD basis
Ti -0.082 0.165 0.424
C -1.276 -2.753 5.017
O -0.837 -1.900 3.992
C 0.501 -1.929 3.693
C 1.432 -2.772 4.280
C 2.777 -2.687 3.925
C 3.200 -1.786 2.980
C 2.276 -0.961 2.311
C 2.697 -0.063 1.287
N 1.823 0.510 0.483
N 2.244 1.472 -0.377
C 1.229 1.918 -1.081
O 0.060 1.346 -0.958
C 1.409 3.141 -1.863
C 2.693 3.605 -2.160
C 2.869 4.857 -2.713
C 1.772 5.665 -2.974
C 0.493 5.192 -2.724
C 0.305 3.936 -2.178
C 0.905 -1.028 2.686
O -0.001 -0.247 2.112
H -2.347 -2.587 5.104
H -0.797 -2.514 5.973
H -1.094 -3.804 4.765
H 1.138 -3.497 5.021
H 3.485 -3.343 4.409
H 4.242 -1.716 2.710
H 3.753 0.178 1.166
H 3.537 2.973 -1.933
H 3.866 5.219 -2.922
H 1.912 6.666 -3.355
H -0.360 5.821 -2.930
H -0.689 3.569 -1.960
Br -5.481 4.939 0.154
C -4.449 3.344 0.238
C -5.026 2.140 -0.138
C -4.269 0.988 -0.113
C -2.919 1.030 0.283
C -2.374 2.261 0.700
C -3.128 3.411 0.668
N -2.055 -0.018 0.227
C -2.390 -1.302 0.181
C -1.347 -2.222 -0.025
C -1.493 -3.625 0.046
C -0.404 -4.436 -0.128
C 0.848 -3.852 -0.400
C 0.938 -2.480 -0.473
N -0.110 -1.667 -0.297
H -6.054 2.113 -0.470
H -4.708 0.058 -0.446
H -1.332 2.272 1.051
H -2.705 4.357 0.964
H -3.412 -1.641 0.334
H -2.469 -4.030 0.262
H -0.498 -5.509 -0.058
H 1.725 -4.465 -0.535
H 1.886 -1.994 -0.696
```

HOMO-LUMO gap (alpha / beta) ... 5.806 / 7.343 eV
Multiplicity ... 3
HOMO energy (alpha / beta) ... -6.07 / -8.06 eV
Energy relative to the best compared isomer or geometry (same formula, charge and spin) ... 0.000 eV

Atomic partial charges in e from the Löwdin method, atoms 1 to 6: 0.9658 -0.0894 -0.0677 -0.1920 -0.0156 -0.0888



Here is a 2-piece molecular cluster, C6H11NO overall from OMol25. Energies are from the ωB97M-V functional and the def2-TZVPD basis.

Geometry as XYZ:
```
19
C6H11NO | OMol25 | the ωB97M-V functional and the def2-TZVPD basis
C 0.383 0.019 1.124
C 0.534 0.821 -0.173
C -0.982 -0.679 1.194
C 0.709 0.040 -1.436
N 0.615 0.933 2.237
C -1.300 0.559 -3.116
C 0.880 -1.263 -1.580
O -2.147 0.803 -2.400
H 1.179 -0.732 1.172
H -0.103 1.651 2.251
H 0.560 0.435 3.120
H 0.614 0.646 -2.384
H 1.402 1.477 -0.057
H -0.337 1.476 -0.285
H -1.057 -1.285 2.096
H -1.136 -1.322 0.331
H -1.780 0.065 1.211
H 0.956 -1.942 -0.747
H 1.010 -1.700 -2.557
```

HOMO-LUMO gap ... 10.392 eV
HOMO energy ... -9.37 eV
Energy relative to the best compared isomer or geometry (same formula, charge and spin) ... 1.682 eV

Atomic partial charges in e from the Löwdin method, atoms 1 to 6: -0.4725 -0.1849 -0.0653 -0.2477 0.0213 0.0179



Here is an isolated ion of composition C2H11N2O3Si and charge +1 from OMol25. Energies are from the ωB97M-V functional and the def2-TZVPD basis.

Geometry as XYZ:
```
19
C2H11N2O3Si | OMol25 | the ωB97M-V functional and the def2-TZVPD basis
C 1.009 0.762 -1.243
C 0.358 0.253 0.012
N 0.838 0.948 1.107
N 0.957 -1.276 0.208
Si -1.629 0.007 0.032
O -2.059 0.310 1.554
O -1.546 -1.565 -0.299
O -2.557 0.687 -0.997
H 1.081 -0.043 -1.970
H 1.978 1.111 -1.092
H 0.487 1.525 -1.892
H 0.182 1.214 1.867
H 1.573 1.555 0.902
H 0.703 -1.317 1.284
H 0.465 -1.960 -0.407
H 1.966 -1.438 0.212
H -2.679 1.012 1.723
H -2.195 -2.166 -0.013
H -2.536 1.364 -1.729
```

HOMO-LUMO gap ... 11.060 eV
HOMO energy ... -14.06 eV
Net charge ... +1
Energy relative to the best compared isomer or geometry (same formula, charge and spin) ... 1.010 eV

Atomic partial charges in e from the Löwdin method, atoms 1 to 6: -0.0540 -0.4904 0.0668 0.1588 0.1764 -0.0391



no.,total energy (eV),molecular weight (Da)
1,-168381.97654,998.88
2,-133601.43329,577.26
3,-9936.77201,113.16
4,-19250.13687,139.21